This record from the OMol25 dataset describes one molecule with the formula C3H8N2O2 in a non-equilibrium geometry. The level of theory is the ωB97M-V functional and the def2-TZVPD basis.

The geometry in XYZ format:
```
15
Properties=species:S:1:pos:R:3:forces:R:3
C 0.08694 1.05205 -0.00148 1.3 1.3 -1.8
C -0.61849 -0.13212 0.50475 -0.2 -0.3 -0.8
C 2.48215 0.57495 -0.44594 1.1 -0.3 -0.3
N 1.24988 0.55537 -0.84120 -1.4 0.5 0.1
N -0.75371 -1.19679 -0.44345 0.4 -0.4 -1.3
O 1.03497 0.14880 -2.18319 0.2 0.7 0.4
O 2.54113 1.09191 0.80484 -4.7 -0.1 -1.1
H -0.59345 1.67524 -0.59937 0.6 0.1 -0.1
H 0.60622 1.62590 0.81465 -1.0 -0.4 -0.9
H 0.02383 -0.42034 1.24938 0.9 -1.2 2.7
H -1.56869 0.14457 0.81510 -1.7 0.5 1.2
H 0.18875 -0.33093 -2.22905 0.1 0.0 0.8
H 0.08616 -1.74664 -0.38233 0.0 -0.5 -0.3
H -1.55502 -1.79645 -0.34991 -0.1 0.1 0.3
H 3.38112 1.12609 1.09096 4.6 0.0 1.2
```
Forces are in eV/Å.

Results
net charge = 0
strongest force on any atom = 4.862 eV/A
ΔE to the lowest compared entry with this formula, charge and spin = 477.4 kJ/mol
gap between HOMO and LUMO = 9.334 eV
HOMO energy = -0.3115 Ha

Want to see where the charge sits? The natural (NBO) charges in e are: -0.26 -0.24 0.24 -0.17 -0.87 -0.54 -0.72 0.20 0.25 0.18 0.20 0.49 0.37 0.38 0.49